This record from the OMol25 dataset describes a molecular structure, C32H30IrN3O6PS. The level of theory is ωB97M-V with the def2-TZVPD basis set.

HOMO energy (spin up / spin down) (Eh): -0.5061 / -0.5027
2S+1: 2
Expectation value of S²: 0.761
Relative energy (zero: lowest compared OMol25 entry of this formula, charge and spin) (eV): 3.064
Gap between HOMO and LUMO (spin up / spin down) (eV): 7.4 / 4.9
Net charge: +2

Geometry (Å):
Ir1 -0.48 -0.27 -0.37
O1 0.71 -2.31 -6.28
C1 0.61 -1.95 -5.17
C2 0.75 -0.49 -4.64
O2 1.02 0.46 -5.29
C3 0.41 -0.58 -3.22
C4 -0.04 -1.86 -2.88
O3 -0.62 -2.08 -1.78
C5 0.31 -2.82 -3.92
O4 0.47 -3.99 -3.85
O5 0.50 0.35 -2.36
N1 -0.51 2.67 -1.12
P1 0.03 1.90 0.28
C6 -0.82 2.77 1.59
C7 -0.40 4.05 1.95
C8 -1.07 4.72 2.96
C9 -2.15 4.12 3.61
C10 -2.57 2.85 3.24
C11 -1.91 2.17 2.22
C12 1.77 2.23 0.38
C13 2.56 2.07 -0.77
C14 3.94 2.03 -0.66
C15 4.54 2.15 0.59
C16 3.76 2.34 1.73
C17 2.38 2.37 1.63
C18 -1.43 2.08 -1.93
C19 -1.88 2.70 -3.10
C20 -2.82 2.06 -3.87
C21 -3.33 0.83 -3.45
C22 -2.83 0.27 -2.30
N2 -1.89 0.88 -1.55
H1 -0.11 3.55 -1.42
H2 0.43 4.52 1.45
H3 -0.74 5.71 3.25
H4 -2.66 4.65 4.40
H5 -3.41 2.39 3.74
H6 -2.25 1.19 1.91
H7 2.08 1.95 -1.73
H8 4.54 1.89 -1.54
H9 5.62 2.10 0.68
H10 4.24 2.45 2.69
H11 1.78 2.51 2.52
H12 -1.45 3.65 -3.39
H13 -3.17 2.51 -4.79
H14 -4.11 0.32 -4.00
H15 -3.19 -0.69 -1.94
O6 1.37 -1.32 0.01
S1 2.28 -2.16 -0.93
C23 1.66 -3.87 -0.75
C24 2.74 -4.67 -0.03
C25 3.44 -3.71 0.92
C26 3.75 -2.48 0.08
H16 1.42 -4.26 -1.74
H17 0.74 -3.78 -0.18
H18 3.46 -5.07 -0.75
H19 2.31 -5.52 0.50
H20 4.35 -4.14 1.33
H21 2.78 -3.44 1.75
H22 4.56 -2.67 -0.63
H23 3.96 -1.57 0.65
N3 -0.45 -0.86 1.74
C27 -1.76 -1.28 2.25
C28 -2.56 -2.09 1.46
C29 -3.81 -2.48 1.93
C30 -4.23 -2.07 3.19
C31 -3.43 -1.25 3.96
C32 -2.19 -0.84 3.48
H24 0.17 -1.64 1.54
H25 0.02 -0.21 2.37
H26 -2.21 -2.42 0.49
H27 -4.44 -3.10 1.32
H28 -5.19 -2.41 3.57
H29 -3.77 -0.92 4.93
H30 -1.57 -0.18 4.08

Löwdin population analysis, charges in e, atoms 1 to 4: Ir 1.271; O 0.322; C -0.147; C -0.226